{
  "formula": "C41H78Cl50F3IO4P2Si",
  "method": "ωB97M-V/def2-TZVPD",
  "e_homo_ev": -7.2056,
  "homo_lumo_gap_ev": 7.176,
  "relative_energy_ev": 7.774,
  "species": ["C", "C", "O", "P", "C", "C", "O", "C", "C", "F", "F", "F", "C", "O", "C", "C", "C", "C", "C", "C", "P", "O", "I", "Si", "C", "C", "C", "H", "H", "H", "H", "H", "H", "H", "H", "H", "H", "H", "H", "H", "H", "H", "H", "H", "H", "H", "H", "H", "H", "H", "H", "H", "H", "H", "H", "C", "Cl", "Cl", "H", "H", "C", "Cl", "Cl", "H", "H", "C", "Cl", "Cl", "H", "H", "C", "Cl", "Cl", "H", "H", "C", "Cl", "Cl", "H", "H", "C", "Cl", "Cl", "H", "H", "C", "Cl", "Cl", "H", "H", "C", "Cl", "Cl", "H", "H", "C", "Cl", "Cl", "H", "H", "C", "Cl", "Cl", "H", "H", "C", "Cl", "Cl", "H", "H", "C", "Cl", "Cl", "H", "H", "C", "Cl", "Cl", "H", "H", "C", "Cl", "Cl", "H", "H", "C", "Cl", "Cl", "H", "H", "C", "Cl", "Cl", "H", "H", "C", "Cl", "Cl", "H", "H", "C", "Cl", "Cl", "H", "H", "C", "Cl", "Cl", "H", "H", "C", "Cl", "Cl", "H", "H", "C", "Cl", "Cl", "H", "H", "C", "Cl", "Cl", "H", "H", "C", "Cl", "Cl", "H", "H", "C", "Cl", "Cl", "H", "H", "C", "Cl", "Cl", "H", "H"],
  "positions_angstrom": [[1.448, -2.281, 4.604], [0.232, -2.552, 3.488], [0.235, -1.515, 2.479], [-0.040, -2.022, 0.857], [-0.765, -3.615, 0.159], [-2.097, -4.248, 0.848], [-2.159, -4.276, 2.304], [-3.478, -3.925, 2.843], [-3.403, -3.379, 4.422], [-2.385, -4.081, 5.237], [-4.748, -3.661, 5.009], [-3.265, -1.879, 4.449], [0.285, -0.585, -0.434], [1.586, 0.051, -0.297], [1.614, 1.279, 0.474], [3.099, 1.695, 1.128], [3.361, 3.043, 2.030], [2.118, 4.076, 2.332], [0.655, 3.733, 1.670], [0.426, 2.363, 0.762], [-2.101, -1.206, 1.076], [-2.018, 0.456, 1.702], [-3.268, -1.211, -1.145], [2.066, -2.723, 0.732], [3.288, -1.622, 1.814], [2.684, -2.895, -1.117], [2.337, -4.505, 1.512], [2.049, -1.292, 4.386], [2.115, -3.245, 4.630], [0.995, -2.137, 5.700], [0.226, -3.661, 3.128], [-0.771, -2.416, 4.123], [-1.087, -3.385, -0.970], [-0.002, -4.526, 0.032], [-3.130, -3.819, 0.430], [-2.119, -5.394, 0.503], [-4.058, -3.093, 2.261], [-4.132, -4.913, 2.888], [0.300, -1.129, -1.499], [-0.631, 0.141, -0.481], [4.032, 0.992, 0.946], [4.464, 3.221, 2.449], [2.260, 5.034, 3.000], [-0.292, 4.424, 1.836], [-0.635, 2.171, 0.308], [-2.814, 0.924, 1.286], [2.733, -0.765, 2.386], [4.059, -1.187, 1.018], [3.943, -2.281, 2.548], [3.642, -3.572, -1.159], [1.866, -3.434, -1.783], [2.955, -1.861, -1.593], [3.505, -4.705, 1.357], [1.797, -5.355, 0.919], [2.171, -4.524, 2.672], [-7.537, -1.843, 5.970], [-7.468, -0.120, 6.362], [-9.094, -2.268, 5.248], [-6.740, -2.078, 5.260], [-7.400, -2.422, 6.886], [4.896, -2.136, 6.342], [4.621, -0.799, 5.219], [3.959, -3.561, 5.877], [5.958, -2.392, 6.337], [4.596, -1.825, 7.346], [-3.136, 1.597, -4.307], [-2.501, 1.396, -5.944], [-1.861, 2.094, -3.187], [-3.917, 2.361, -4.319], [-3.555, 0.646, -3.969], [-4.404, 5.376, -3.285], [-4.679, 6.713, -4.407], [-5.341, 3.951, -3.750], [-3.342, 5.120, -3.290], [-4.704, 5.686, -2.281], [-8.053, 8.674, -5.309], [-7.332, 10.184, -5.878], [-9.321, 8.984, -4.116], [-8.488, 8.144, -6.160], [-7.276, 8.059, -4.849], [-6.557, -2.274, -2.901], [-5.182, -1.741, -3.876], [-7.451, -3.565, -3.713], [-6.189, -2.646, -1.941], [-7.227, -1.427, -2.736], [7.939, 1.281, 5.063], [7.119, 1.686, 6.575], [7.951, -0.466, 4.794], [7.416, 1.765, 4.234], [8.970, 1.641, 5.109], [7.029, 2.702, 0.066], [5.436, 2.312, 0.725], [7.947, 1.235, -0.292], [6.902, 3.276, -0.855], [7.581, 3.298, 0.798], [-5.660, 1.642, 3.655], [-4.892, 3.233, 3.599], [-5.901, 0.994, 2.028], [-5.021, 0.958, 4.219], [-6.631, 1.732, 4.150], [11.391, -0.115, 5.938], [11.617, 1.618, 5.671], [12.345, -0.676, 7.317], [10.334, -0.310, 6.133], [11.707, -0.657, 5.043], [6.419, -5.535, 2.031], [7.141, -4.025, 1.462], [5.152, -5.224, 3.224], [5.985, -6.064, 1.180], [7.197, -6.150, 2.491], [4.019, -6.367, -3.328], [4.741, -4.856, -3.897], [2.752, -6.056, -2.136], [3.585, -6.896, -4.179], [4.797, -6.982, -2.868], [8.508, 5.142, 6.067], [6.883, 4.694, 5.536], [9.741, 4.366, 5.065], [8.620, 6.226, 5.993], [8.643, 4.827, 7.105], [0.719, 4.516, -5.331], [1.441, 6.026, -5.900], [-0.548, 4.826, -4.138], [0.285, 3.986, -6.182], [1.497, 3.901, -4.871], [-4.209, 0.268, 8.769], [-3.983, 2.001, 8.503], [-3.255, -0.293, 10.148], [-5.266, 0.073, 8.965], [-3.893, -0.274, 7.874], [-3.338, 5.275, 6.912], [-1.936, 5.391, 5.842], [-3.162, 6.343, 8.309], [-4.235, 5.561, 6.356], [-3.435, 4.244, 7.262], [-6.061, -6.031, -0.788], [-4.872, -7.112, -1.524], [-5.362, -4.438, -0.471], [-6.909, -5.918, -1.468], [-6.401, -6.464, 0.156], [-2.743, 2.639, -9.409], [-2.681, 4.405, -9.381], [-1.160, 1.940, -9.048], [-3.462, 2.296, -8.661], [-3.059, 2.310, -10.402], [2.662, 1.027, -9.684], [4.064, 1.143, -10.754], [2.838, 2.095, -8.286], [1.765, 1.313, -10.239], [2.565, -0.004, -9.334], [-11.409, -3.822, -3.292], [-11.183, -2.089, -3.558], [-10.455, -4.383, -1.913], [-12.466, -4.017, -3.096], [-11.093, -4.364, -4.187], [6.094, 1.734, -14.181], [7.283, 0.652, -14.917], [6.793, 3.326, -13.864], [5.246, 1.846, -14.861], [5.754, 1.300, -13.237], [9.412, 4.852, -11.907], [9.474, 6.618, -11.878], [10.995, 4.153, -11.545], [8.693, 4.509, -11.159], [9.096, 4.523, -12.900], [-3.102, 4.251, 0.500], [-1.727, 4.784, -0.475], [-3.995, 2.960, -0.312], [-2.734, 3.879, 1.460], [-3.771, 5.098, 0.665], [-15.006, -1.485, -2.910], [-15.826, -1.080, -1.397], [-14.994, -3.232, -3.179], [-15.528, -1.001, -3.739], [-13.975, -1.126, -2.863], [7.586, -5.246, 7.300], [7.812, -3.513, 7.033], [8.540, -5.807, 8.679], [6.529, -5.441, 7.495], [7.902, -5.788, 6.405]],
  "mulliken_charge": [-0.446, 0.389, -0.616, 1.635, -0.538, 0.364, -0.309, -0.252, 0.687, -0.236, -0.292, -0.258, -0.704, -0.200, 0.754, -0.150, -0.401, -0.757, -0.165, 0.496, 0.058, -0.454, -0.035, 0.383, -0.427, -0.742, -0.378, 0.156, -0.304, 0.378, 0.193, -0.386, 0.320, 0.148, -0.683, 0.441, 0.217, 0.259, 0.253, 0.042, 0.252, 0.287, 0.261, 0.027, -0.380, 0.134, 0.021, 0.184, 0.100, 0.157, 0.254, 0.187, -0.337, 0.246, 0.205, 0.095, -0.152, -0.163, -0.079, 0.303, 0.542, -0.124, -0.181, -0.608, 0.446, 1.077, -0.156, -0.003, -0.494, -0.319, 0.439, -0.175, -0.219, -0.278, 0.181, 0.116, -0.151, -0.156, 0.261, -0.060, 0.400, -0.193, -0.181, -0.372, 0.270, 0.378, -0.165, -0.145, 0.167, -0.231, -0.490, -0.097, -0.175, 0.339, 0.269, -0.082, -0.144, -0.114, 0.042, 0.309, 0.051, -0.165, -0.170, -0.030, 0.294, -0.399, -0.141, -0.047, 0.257, 0.348, -0.381, -0.143, -0.057, 0.307, 0.273, -0.315, -0.115, -0.142, 0.329, 0.251, -0.213, -0.168, -0.075, 0.120, 0.285, 0.046, -0.177, -0.159, 0.241, 0.005, 0.342, -0.142, -0.166, 0.233, -0.215, -0.277, -0.163, -0.011, 0.175, 0.309, -0.231, -0.151, -0.120, 0.204, 0.293, -0.226, -0.131, -0.127, 0.173, 0.303, 0.040, -0.154, -0.145, 0.011, 0.254, 0.033, -0.160, -0.129, 0.295, -0.029, -0.002, -0.156, -0.160, 0.266, 0.046, -0.547, -0.109, -0.056, 0.267, 0.522, -0.066, -0.153, -0.170, 0.281, 0.108, -0.218, -0.140, -0.164, 0.232, 0.260]
}